{
  "formula": "C4H9N4O2",
  "method": "ωB97M-V with the def2-TZVPD basis set",
  "charge": 1,
  "molar_mass_g_mol": 145.142,
  "gap_ev": 10.06,
  "species": ["C", "C", "C", "C", "N", "N", "N", "N", "O", "O", "H", "H", "H", "H", "H", "H", "H", "H", "H"],
  "coordinates": [[0.422, 0.339, 0.912], [-1.757, 0.989, 0.113], [2.519, -0.805, 0.799], [1.260, -0.337, -1.241], [-0.568, 1.077, 0.455], [1.366, -0.195, 0.192], [-2.725, 1.765, -0.253], [-2.257, -0.783, -0.052], [-1.357, -1.503, 0.226], [-3.374, -0.933, -0.406], [0.553, 0.330, 1.991], [2.518, -1.879, 0.606], [3.429, -0.382, 0.371], [2.529, -0.641, 1.874], [2.253, -0.315, -1.686], [0.797, -1.298, -1.479], [0.660, 0.464, -1.666], [-2.655, 2.774, -0.263], [-3.612, 1.333, -0.495]]
}